The ion C5H10N with charge +1 in a non-equilibrium geometry. Source: the Open Molecules 2025 dataset; level of theory: ωB97M-V/def2-TZVPD.

The relative energy (zero: lowest compared OMol25 entry of this formula, charge and spin) is 1.672 eV. The HOMO-LUMO gap is 0.35287 hartree. As for the HOMO energy: -14.88 eV. The charge is +1. Its SMILES is C/C=C/C(C)=[NH2+]. The molar mass is 84.142 g/mol.

The geometry in XYZ format:
```
16
Properties=species:S:1:pos:R:3:forces:R:3:mulliken_charge:R:1
C 1.22682 -0.04201 -0.17388 -1.13 0.92 1.06 -0.173
C 0.18171 -0.58231 0.49419 -1.07 -0.60 0.76 -0.348
C -1.04557 0.29561 0.55781 2.15 -0.02 0.34 0.747
C 2.45955 -0.42282 -0.90542 0.21 0.34 0.40 -0.980
C -2.23939 -0.54371 0.22161 0.86 -0.07 1.45 -1.092
N -0.87873 1.61592 0.80741 -2.35 -0.42 -2.63 -0.443
H 0.92080 0.99243 -0.18067 1.08 0.58 -1.00 0.357
H -0.03234 -1.62860 0.79236 0.70 0.66 -0.49 0.315
H 2.05294 -0.66741 -1.90350 0.63 -0.18 0.13 0.278
H 3.02936 -1.25882 -0.44749 -0.50 0.44 -0.53 0.334
H 3.10684 0.49433 -1.00686 -0.60 -1.10 0.06 0.315
H -2.15671 -0.76980 -0.79392 0.48 -0.78 -1.85 0.375
H -3.27076 -0.30205 0.31441 -0.57 1.06 0.83 0.395
H -1.98421 -1.46673 0.79681 -0.72 0.47 -0.59 0.297
H -1.26090 2.31712 0.10166 -0.21 -1.16 1.87 0.295
H -0.10940 1.96884 1.32549 1.05 -0.14 0.20 0.326
```
Positions in Å, forces in eV/Å.